# 1
C5H10O2 | ωB97M-V/def2-TZVPD

DFT total energy: -9441.7229 eV
SMILES: OC[C@H]1CCCO1
Lowest unoccupied orbital energy: 1.0 eV
Kohn-Sham gap: 10.67 eV
Energy above the lowest of the compared OMol25 structures with the same formula, charge and spin: 30.4 kcal per mole

The geometry in ORCA input format:
```
! wB97M-V def2-TZVPD RIJCOSX def2/J DEFGRID3
* xyz 0 1
O 2.7732 -0.2473 -0.7531
C 1.7431 -0.8134 0.0209
C 0.3757 -0.4165 -0.5102
C -0.8040 -0.8612 0.3562
C -1.7840 0.3048 0.2109
C -0.8336 1.4965 0.1124
O 0.3263 1.0157 -0.5552
H 2.5517 0.6922 -0.8280
H 1.8166 -0.5032 1.0774
H 1.8647 -1.9017 -0.0222
H 0.2787 -0.7831 -1.5422
H -0.4880 -0.9614 1.4030
H -1.2172 -1.8209 0.0335
H -2.4786 0.3900 1.0514
H -2.3710 0.2036 -0.7087
H -0.5666 1.8674 1.1138
H -1.2435 2.3308 -0.4670
*
```

Atomic partial charges in e from the natural (NBO) method, atoms 1 to 5: -0.713, -0.069, 0.067, -0.430, -0.427

# 2
C5H10O2 | ωB97M-V/def2-TZVPD

DFT total energy: -9436.0673 eV
Lowest unoccupied orbital energy: 0.7 eV
Kohn-Sham gap: 8.88 eV
Energy above the lowest of the compared OMol25 structures with the same formula, charge and spin: 160.9 kcal per mole

The geometry in ORCA input format:
```
! wB97M-V def2-TZVPD RIJCOSX def2/J DEFGRID3
* xyz 0 1
C -1.3514 -0.7358 1.0728
C -0.4242 -0.3105 -0.7871
C 1.0161 0.0932 -0.9381
C 1.8707 -0.2805 0.2755
O 1.5380 0.5092 1.4000
C -1.4106 0.7344 -1.0776
O -1.1765 0.8633 0.3275
H -0.5470 -1.4554 1.2454
H -1.6089 -0.2348 2.0092
H -2.2097 -1.2215 0.6143
H 1.1574 1.1671 -1.1525
H 1.3718 -0.4678 -1.8180
H 2.9350 -0.1194 0.0583
H 1.7374 -1.3542 0.4926
H 0.6490 0.8626 1.2466
H -2.4382 0.4592 -1.3398
H -1.0692 1.6408 -1.5869
*
```

Atomic partial charges in e from the natural (NBO) method, atoms 1 to 5: -0.285, 0.094, -0.544, -0.047, -0.729

# 3
C5H10O2 | ωB97M-V/def2-TZVPD

DFT total energy: -9434.8001 eV
Lowest unoccupied orbital energy: 0.1 eV
Kohn-Sham gap: 8.65 eV
Energy above the lowest of the compared OMol25 structures with the same formula, charge and spin: 190.1 kcal per mole

The geometry in ORCA input format:
```
! wB97M-V def2-TZVPD RIJCOSX def2/J DEFGRID3
* xyz 0 1
O -2.4944 0.1552 0.8230
C -1.9871 -0.1613 -0.2600
C 0.1917 1.0210 -0.5854
C 0.5314 0.6639 0.6587
C 1.6413 -0.2982 0.5596
O 1.6966 -0.7251 -0.7837
C 0.8475 0.0873 -1.5774
H -2.1205 -0.8786 2.0216
H -1.4538 -1.1095 -0.4369
H -2.2628 0.4154 -1.1519
H -0.0107 2.0534 -0.8107
H 0.3451 1.1680 1.6005
H -0.6134 -1.6082 2.3317
H 1.5668 -1.1499 1.2170
H 2.5032 0.3225 0.8732
H 0.1803 -0.5823 -2.1548
H 1.4388 0.6266 -2.3246
*
```

Atomic partial charges in e from the natural (NBO) method, atoms 1 to 5: -0.566, 0.286, -0.304, -0.103, -0.109

# 4
C5H10O2 | ωB97M-V/def2-TZVPD

DFT total energy: -9438.3294 eV
Lowest unoccupied orbital energy: 0.7 eV
Kohn-Sham gap: 10.32 eV
Energy above the lowest of the compared OMol25 structures with the same formula, charge and spin: 108.7 kcal per mole

The geometry in ORCA input format:
```
! wB97M-V def2-TZVPD RIJCOSX def2/J DEFGRID3
* xyz 0 1
O -0.8662 0.5552 2.1149
C -1.3987 -0.4144 1.2544
C -1.0215 -0.2869 -0.1932
C 0.4803 -0.2042 -0.4024
C 1.0257 0.2003 -1.7810
O 1.8880 1.1829 -1.2002
C 1.2354 1.0474 0.0729
H -0.4935 -0.4298 2.3110
H -2.4524 -0.6241 1.4486
H -0.7896 -1.4594 1.6933
H -1.5105 0.6030 -0.6114
H -1.4437 -1.1662 -0.6915
H 0.9550 -1.1246 -0.0418
H 0.2740 0.6560 -2.4429
H 1.5808 -0.5584 -2.3442
H 1.9492 0.9173 0.8928
H 0.5857 1.9004 0.2995
*
```

Atomic partial charges in e from the natural (NBO) method, atoms 1 to 5: -0.752, 0.002, -0.441, -0.267, -0.048

# 5
C5H10O2 | ωB97M-V/def2-TZVPD

DFT total energy: -9440.0594 eV
SMILES: COC/C(C)=C\O
Lowest unoccupied orbital energy: 0.9 eV
Kohn-Sham gap: 9.07 eV
Energy above the lowest of the compared OMol25 structures with the same formula, charge and spin: 68.8 kcal per mole

The geometry in ORCA input format:
```
! wB97M-V def2-TZVPD RIJCOSX def2/J DEFGRID3
* xyz 0 1
C 2.4737 -0.2498 0.7418
O 1.0983 0.0279 0.7614
C 0.4666 -0.2768 -0.4677
C -0.9754 0.2078 -0.3850
C -1.9558 -0.7623 -0.9537
C -1.4629 1.1876 0.3212
O -0.8219 1.8742 1.2959
H 2.6646 -1.3203 0.5682
H 2.8652 0.0343 1.7195
H 2.9757 0.3269 -0.0491
H 1.0351 0.1891 -1.3006
H 0.5389 -1.3713 -0.6318
H -1.5676 -0.5816 -1.9757
H -3.0070 -0.4522 -0.8626
H -1.8340 -1.6955 -0.3429
H -2.5187 1.4693 0.1908
H 0.0250 1.3927 1.3704
*
```

Atomic partial charges in e from the natural (NBO) method, atoms 1 to 5: -0.246, -0.561, -0.078, -0.176, -0.628

# 6
C5H10O2 | ωB97M-V/def2-TZVPD

DFT total energy: -9441.1441 eV
SMILES: C=C/C=C(/C)O.O
Lowest unoccupied orbital energy: 0.7 eV
Kohn-Sham gap: 9.18 eV
Energy above the lowest of the compared OMol25 structures with the same formula, charge and spin: 43.8 kcal per mole

The geometry in ORCA input format:
```
! wB97M-V def2-TZVPD RIJCOSX def2/J DEFGRID3
* xyz 0 1
C -2.7217 0.3551 0.2811
C -1.5156 -0.1700 0.4742
C -0.4543 -0.2123 -0.5262
C 0.7148 -0.8502 -0.3819
O 0.9982 -1.6336 0.7043
C 1.8716 -0.7347 -1.2998
H -3.4355 0.3847 1.0870
H -3.0114 0.7679 -0.6758
H -1.2746 -0.5495 1.4642
H -0.6451 0.3089 -1.4541
H 0.1648 -1.9255 1.0937
H 1.6141 -0.1391 -2.1686
H 2.2279 -1.7114 -1.6279
H 2.7041 -0.2557 -0.7841
H 0.9460 2.7991 1.4580
H 0.2871 1.8476 0.4607
O 0.7200 2.7144 0.5233
*
```

Atomic partial charges in e from the natural (NBO) method, atoms 1 to 5: -0.377, -0.233, -0.397, 0.376, -0.680

# 7
C5H10O2 | ωB97M-V/def2-TZVPD

DFT total energy: -9433.9963 eV
Lowest unoccupied orbital energy (alpha / beta): -0.4 / -0.4 eV
Kohn-Sham gap (alpha / beta): 6.43 / 6.28 eV
Energy above the lowest of the compared OMol25 structures with the same formula, charge and spin: 208.6 kcal per mole

The geometry in ORCA input format:
```
! wB97M-V def2-TZVPD RIJCOSX def2/J DEFGRID3
* xyz 0 1
C 2.4835 0.4184 -0.0653
O 1.1552 0.3745 -0.5530
C 0.3898 -0.5675 0.1086
C -0.2824 -0.2328 1.4488
C -1.0423 -0.2538 0.1669
C -1.9553 0.5898 -0.4589
O -1.7864 0.8760 -1.8091
H 2.9743 -0.5558 -0.1912
H 2.5071 0.6943 0.9985
H 3.0127 1.1744 -0.6480
H 0.7161 -1.6053 0.0176
H -0.3059 -1.0241 2.1933
H -0.1287 0.7689 1.8645
H -1.9584 -1.8682 -0.6321
H -2.4316 -0.6876 -0.4876
H -2.4218 1.3639 0.1321
H -0.9256 0.5349 -2.0850
*
```

Atomic partial charges in e from the natural (NBO) method, atoms 1 to 5: -0.249, -0.519, 0.038, -0.468, 0.226

# 8
C5H10O2 | ωB97M-V/def2-TZVPD

DFT total energy: -9440.8583 eV
SMILES: C[C@@H](O)[C@H]1CCO1
Lowest unoccupied orbital energy: 0.9 eV
Kohn-Sham gap: 10.71 eV
Energy above the lowest of the compared OMol25 structures with the same formula, charge and spin: 50.4 kcal per mole

The geometry in ORCA input format:
```
! wB97M-V def2-TZVPD RIJCOSX def2/J DEFGRID3
* xyz 0 1
C -2.0722 -0.5311 0.5747
C -1.1533 0.2422 -0.3637
O -1.1857 1.5945 0.0632
C 0.2114 -0.4414 -0.3779
C 1.4946 0.2895 -0.8171
C 2.0219 -0.1244 0.5634
O 0.7537 -0.6796 0.9337
H -3.0261 -0.0079 0.6779
H -2.2569 -1.5548 0.2321
H -1.5897 -0.5715 1.5558
H -1.5126 0.2086 -1.4059
H -0.2960 1.9481 0.1413
H 0.0691 -1.3914 -0.9150
H 2.0065 -0.1515 -1.6749
H 1.4021 1.3684 -0.9756
H 2.3169 0.6843 1.2418
H 2.8163 -0.8820 0.5461
*
```

Atomic partial charges in e from the natural (NBO) method, atoms 1 to 5: -0.625, 0.077, -0.718, 0.091, -0.460

# 9
C5H10O2 | ωB97M-V/def2-TZVPD

DFT total energy: -9437.8279 eV
Lowest unoccupied orbital energy: 0.8 eV
Kohn-Sham gap: 9.29 eV
Energy above the lowest of the compared OMol25 structures with the same formula, charge and spin: 120.3 kcal per mole

The geometry in ORCA input format:
```
! wB97M-V def2-TZVPD RIJCOSX def2/J DEFGRID3
* xyz 0 1
C 0.2818 0.5121 -2.3277
C -0.7932 0.0218 -1.2868
C 0.4621 0.3380 0.4613
O 0.3271 1.4331 1.0199
C -0.6247 -0.6008 0.2928
C 0.3780 -0.4576 2.9504
O 1.4425 -0.7897 2.4671
H -0.2346 0.6554 -3.2946
H 0.7489 1.4780 -2.0972
H 1.0775 -0.2134 -2.5289
H -1.5277 0.8272 -1.2013
H -1.2425 -0.8532 -1.7262
H 1.3929 0.0514 -0.0240
H 0.1623 0.8055 2.3004
H -0.3680 -1.6707 0.2955
H -1.5526 -0.4052 0.8612
H 0.0702 -1.1319 3.8383
*
```

Atomic partial charges in e from the natural (NBO) method, atoms 1 to 5: -0.619, -0.387, 0.454, -0.630, -0.488

# 10
C5H10O2 | ωB97M-V/def2-TZVPD

DFT total energy: -9436.0817 eV
Lowest unoccupied orbital energy (alpha / beta): -0.6 / 0.5 eV
Kohn-Sham gap (alpha / beta): 6.09 / 8.54 eV
Energy above the lowest of the compared OMol25 structures with the same formula, charge and spin: 160.5 kcal per mole

The geometry in ORCA input format:
```
! wB97M-V def2-TZVPD RIJCOSX def2/J DEFGRID3
* xyz 0 1
C -0.0173 -0.8408 2.1335
C 0.0909 -0.7477 0.6512
O 0.7683 -1.7052 0.0704
C -0.6445 0.1747 -0.1674
C 0.3093 1.2220 -0.9600
C -0.5107 0.7558 -2.1647
O -0.9928 -0.4083 -1.4321
H 0.9386 -1.0641 2.6106
H -0.4447 0.0645 2.5691
H -0.6977 -1.6808 2.3423
H 1.3179 1.3629 1.3479
H 0.5972 -1.6148 -0.8941
H -1.4915 0.6468 0.3444
H 1.0541 1.7466 0.7322
H 1.3136 0.7684 -1.0310
H -0.0244 0.4687 -3.1035
H -1.3695 1.4050 -2.3913
*
```

Atomic partial charges in e from the natural (NBO) method, atoms 1 to 5: -0.683, 0.455, -0.624, -0.055, -0.327

# 11
C5H10O2 | ωB97M-V/def2-TZVPD

DFT total energy: -9440.9426 eV
SMILES: COC/C(C)=C\O
Lowest unoccupied orbital energy: 0.9 eV
Kohn-Sham gap: 9.07 eV
Energy above the lowest of the compared OMol25 structures with the same formula, charge and spin: 48.4 kcal per mole

The geometry in ORCA input format:
```
! wB97M-V def2-TZVPD RIJCOSX def2/J DEFGRID3
* xyz 0 1
C -1.5735 -0.4004 2.0605
O -0.5683 0.1691 1.2650
C -0.5199 -0.3854 -0.0314
C 0.6541 0.1623 -0.7932
C 0.5593 0.0024 -2.2655
C 1.7149 0.7799 -0.2786
O 1.9213 1.1056 1.0101
H -2.5733 -0.2528 1.6257
H -1.5289 0.1023 3.0246
H -1.4065 -1.4776 2.1979
H -0.4629 -1.4896 0.0391
H -1.4722 -0.1624 -0.5463
H 0.5128 -1.0755 -2.4672
H 1.4179 0.4323 -2.7897
H -0.3188 0.5752 -2.5954
H 2.5428 1.0644 -0.9255
H 1.1013 0.8502 1.4700
*
```

Atomic partial charges in e from the natural (NBO) method, atoms 1 to 5: -0.244, -0.561, -0.074, -0.171, -0.611

# 12
C5H10O2 | ωB97M-V/def2-TZVPD

DFT total energy: -9440.4584 eV
SMILES: C/C=C/C=C/O.O
Lowest unoccupied orbital energy: 0.7 eV
Kohn-Sham gap: 9.07 eV
Energy above the lowest of the compared OMol25 structures with the same formula, charge and spin: 59.6 kcal per mole

The geometry in ORCA input format:
```
! wB97M-V def2-TZVPD RIJCOSX def2/J DEFGRID3
* xyz 0 1
C 2.8108 -0.2236 -0.6746
C 1.3152 -0.1489 -0.4679
C 0.7408 0.7146 0.3597
C -0.6604 0.5908 0.7931
C -1.0418 0.6508 2.0577
O -2.3182 0.3274 2.4730
H 3.2896 -0.3772 0.2864
H 3.2136 0.6972 -1.0953
H 3.0478 -1.0211 -1.3706
H 0.7058 -0.8870 -0.9873
H 1.3455 1.5404 0.7296
H -1.3567 0.2649 0.0285
H -0.4710 1.0898 2.8704
H -2.4720 -0.5883 2.2027
H -1.9852 -0.6163 -2.5933
H -3.4936 -0.9948 -2.5567
O -2.6703 -1.0189 -2.0554
*
```

Atomic partial charges in e from the natural (NBO) method, atoms 1 to 5: -0.649, -0.172, -0.218, -0.309, 0.140

# 13
C5H10O2 | ωB97M-V/def2-TZVPD

DFT total energy: -9441.8550 eV
SMILES: O[C@H]1CC[C@H](O)C1
Lowest unoccupied orbital energy: 0.9 eV
Kohn-Sham gap: 11.21 eV
Energy above the lowest of the compared OMol25 structures with the same formula, charge and spin: 27.4 kcal per mole

The geometry in ORCA input format:
```
! wB97M-V def2-TZVPD RIJCOSX def2/J DEFGRID3
* xyz 0 1
C -1.0373 0.4861 -0.1111
C -0.6881 -0.9344 -0.5422
O -0.3495 -0.9775 -1.9201
C 0.5005 -1.3217 0.3783
C 1.0304 -0.0053 0.9927
C 0.3356 1.0957 0.1886
O 0.2487 2.3154 0.8890
H -1.6239 0.4731 0.8206
H -0.6611 2.5935 0.7423
H -1.6153 1.0187 -0.8765
H -1.5319 -1.6200 -0.4396
H 0.4419 -0.4388 -2.0477
H 0.1816 -2.0173 1.1598
H 1.2497 -1.8447 -0.2245
H 2.1222 0.0739 0.9808
H 0.7108 0.1078 2.0354
H 0.8790 1.2625 -0.7594
*
```

Atomic partial charges in e from the natural (NBO) method, atoms 1 to 5: -0.468, 0.098, -0.710, -0.441, -0.429

# 14
C5H10O2 | ωB97M-V/def2-TZVPD

DFT total energy: -9436.8612 eV
Lowest unoccupied orbital energy: 0.8 eV
Kohn-Sham gap: 8.66 eV
Energy above the lowest of the compared OMol25 structures with the same formula, charge and spin: 142.6 kcal per mole

The geometry in ORCA input format:
```
! wB97M-V def2-TZVPD RIJCOSX def2/J DEFGRID3
* xyz 0 1
C 2.1291 1.0709 -0.6225
O 0.7601 0.8661 -0.3229
C 0.3650 -0.4348 -0.3534
C 0.0132 -1.5399 1.3915
O -1.1239 -1.7994 0.6102
C -1.1559 -0.6718 -0.2531
C -1.9561 0.4984 0.2953
H 2.7709 0.6414 0.1580
H 2.3905 0.6240 -1.5919
H 2.2839 2.1499 -0.6667
H 0.8265 -1.0059 -1.1773
H -0.1404 -0.5722 1.9165
H 0.9114 -1.2156 0.5524
H -1.5821 -0.9784 -1.2177
H -1.8809 1.3605 -0.3743
H -3.0061 0.2017 0.3716
H -1.6055 0.8050 1.2844
*
```

Atomic partial charges in e from the natural (NBO) method, atoms 1 to 5: -0.254, -0.503, 0.079, -0.107, -0.546